The following is a DFT calculation (the ωB97M-V functional and the def2-TZVPD basis) of C32H47F3N4O14Si as an isolated structure at a distorted geometry.

Properties
LUMO level: 0.29 eV
HOMO level: -8.88 eV
2S+1: 1
ΔE to the lowest compared entry with this formula, charge and spin: 0.0 kcal per mole
Orbital gap: 9.17 eV
Electronic energy: -3109.159905 hartree
Charge: 0

Atoms and positions in Å:
Si (3.49963, -2.27682, 3.85038)
F (0.59820, -2.39122, 6.07950)
F (0.66536, -4.42968, 6.85612)
F (-0.63066, -3.93414, 5.21389)
O (-5.19256, -2.74338, -4.39310)
O (-5.27919, 2.28654, -5.22695)
O (1.66501, -4.10589, 1.69871)
O (-2.99974, -2.31241, -4.47454)
O (-6.31456, 4.19768, -5.83072)
O (-0.74411, 3.97880, -5.03099)
O (6.32383, 0.42228, -2.56563)
O (6.30118, 1.64819, -0.67219)
O (-1.71101, 3.24039, -3.15895)
O (-5.83679, 3.82681, -3.68188)
O (5.21039, -0.32253, -0.77788)
O (-4.37209, -0.92044, -3.34611)
O (-0.71286, 5.26064, -3.17614)
O (1.49837, -4.02017, 4.82847)
N (-2.24287, 0.68907, 2.35008)
N (-1.51013, 0.43935, -0.01538)
N (-2.96824, -1.08011, 0.98598)
N (3.71145, -3.01568, 2.23696)
C (1.01279, -1.05903, 3.00762)
C (-3.18009, -3.63939, -4.97901)
C (-2.28335, -0.02619, 1.10239)
C (-1.04444, 2.59048, -5.24287)
C (-2.11504, 2.33587, -4.21340)
C (4.13428, 2.86631, 5.43676)
C (0.57790, -3.68822, 5.74347)
C (5.23646, -1.85033, 4.44896)
C (4.83339, -1.17140, -1.87497)
C (5.97504, -0.94082, -2.83522)
C (-4.63830, -3.63538, -5.37134)
C (3.54356, 2.49530, 6.63497)
C (0.18524, 0.26572, 2.98365)
C (-4.20732, -1.89061, -4.00335)
C (3.65175, 1.19956, 7.11459)
C (-6.24316, 5.20285, -3.77524)
C (-2.18763, 0.91509, -3.71765)
C (-7.01185, 5.19589, -5.07490)
C (4.82262, 1.94268, 4.66127)
C (2.30194, -0.83134, 3.81787)
C (-7.04929, 5.61695, -2.57002)
C (-1.02715, 4.25627, -3.73172)
C (4.66783, -2.59999, -1.42297)
C (4.91645, 0.62914, 5.12826)
C (-5.76289, 3.33341, -4.94132)
C (5.97688, 0.68126, -1.27776)
C (-1.32056, 0.07734, 3.32868)
C (5.64036, -0.37813, 4.24036)
C (-5.30602, -4.98689, -5.31683)
C (2.83101, -3.54307, 5.12125)
C (2.71505, -3.65279, 1.91611)
C (4.34012, 0.27384, 6.33600)
H (0.40174, -1.88036, 3.38150)
H (-6.98876, 6.15379, -5.58924)
H (-2.94265, 0.82157, -2.94678)
H (-1.38616, 2.42118, -6.26146)
H (2.90526, -3.06513, 6.10363)
H (3.53722, -4.38085, 5.14899)
H (-2.95682, -4.34861, -4.17798)
H (5.59856, -0.07986, 3.19020)
H (4.44299, -3.25325, -2.26639)
H (-3.09292, 2.65542, -4.57239)
H (-1.55002, -0.98625, 3.40254)
H (-5.34001, 5.81472, -3.85324)
H (1.25404, -1.26444, 1.95893)
H (-3.44258, -1.25567, 1.87036)
H (2.99818, 3.25174, 7.18950)
H (5.27539, 2.22077, 3.71712)
H (-6.44401, 5.55101, -1.66636)
H (5.35983, -2.17029, 5.48701)
H (6.70351, -0.30516, 4.51028)
H (0.60598, 0.91405, 3.76005)
H (-4.83894, -5.67865, -6.01825)
H (-6.36360, -4.89964, -5.56493)
H (3.18199, 0.92695, 8.05111)
H (-0.59945, 0.00238, 0.08199)
H (2.07388, -0.58228, 4.85852)
H (-5.24799, -5.40587, -4.31141)
H (-2.01622, 1.66631, 2.20916)
H (-1.42712, 1.44583, 0.08365)
H (-7.40673, 6.64120, -2.67696)
H (6.84351, -1.56939, -2.62275)
H (3.89203, -0.79322, -2.28415)
H (0.29816, 0.80354, 2.04264)
H (4.04536, 3.88005, 5.05990)
H (-2.42984, 0.23273, -4.52723)
H (-4.78080, -3.18315, -6.35732)
H (4.41717, -0.75479, 6.67110)
H (5.93310, -2.45597, 3.85767)
H (-7.90422, 4.95388, -2.43034)
H (-0.13536, 2.00917, -5.06683)
H (5.68848, -1.06643, -3.87682)
H (-1.56062, 0.53506, 4.29097)
H (-8.05018, 4.87722, -4.95414)
H (3.86168, -2.67416, -0.69376)
H (2.82488, 0.02811, 3.38288)
H (-2.51356, -3.82544, -5.81851)
H (5.57000, -2.96124, -0.92724)
H (-1.23855, 0.61182, -3.26849)

---

The following is a DFT calculation (the ωB97M-V functional and the def2-TZVPD basis) of a 9-piece molecular cluster, C32H48ClO20 overall at a distorted geometry.

Properties
LUMO level: 2.14 eV
HOMO level: -6.85 eV
2S+1: 1
ΔE to the lowest compared entry with this formula, charge and spin: 109.3 kcal per mole
Orbital gap: 8.99 eV
Electronic energy: -3212.888746 hartree
Charge: -1

Atoms and positions in Å:
Cl (-0.20786, -0.64431, 0.48194)
O (4.80267, -3.69415, 2.20717)
O (-5.69291, 2.08491, -0.39368)
O (5.14161, -1.52818, 1.76189)
O (1.23442, 3.53103, -3.23983)
O (4.91614, 3.03134, 2.94768)
O (-5.99767, -1.47597, 3.03211)
O (0.58869, 0.44727, -0.08821)
O (2.98342, 4.13164, -4.61650)
O (3.41279, -1.37326, -4.24318)
O (-1.28934, 4.92678, 2.96104)
O (3.73710, -3.57541, -3.58388)
O (-3.95674, -0.83020, 4.04220)
O (-1.47644, -0.90308, -0.17976)
O (-5.51442, -0.21716, -0.32256)
O (-0.17795, -0.60239, 1.85679)
O (0.37467, -5.96356, -0.38600)
O (4.35832, 2.53123, 0.91660)
O (0.43629, -1.91737, 0.35951)
O (-3.03916, 3.59359, 2.38659)
O (-1.45136, -4.71028, -0.13389)
C (4.35043, -2.54034, 2.23927)
C (-1.19082, -5.50613, -2.37400)
C (-0.92551, 2.64419, 3.31954)
C (3.01075, 4.43701, 0.39196)
C (-0.62644, -5.40250, -0.89472)
C (3.23062, -0.47531, 2.52852)
C (-4.61619, -1.46042, 3.13708)
C (4.54286, 3.45262, 1.87975)
C (-2.59525, -4.25190, -0.84683)
C (2.70877, -2.14479, -1.99645)
C (0.23509, 3.50851, 3.86669)
C (-1.85407, 3.67008, 2.81396)
C (3.24985, -4.46312, -2.55411)
C (1.42525, 1.36693, -3.54641)
C (-5.02602, 0.94251, -0.53277)
C (2.10389, 3.30753, -4.28238)
C (-3.71585, 1.25290, -1.10628)
C (3.33673, -2.27379, -3.36174)
C (1.80697, 1.94529, -4.79084)
C (-3.97215, -2.34213, 2.06870)
C (-3.97701, 2.58410, -1.74935)
C (-5.15581, 3.22829, -1.03756)
C (-5.18026, -2.90592, 1.39473)
C (0.64358, 2.32507, -2.83236)
C (4.58778, -0.26667, 1.92364)
C (3.50318, 3.10735, -0.13196)
C (-6.41979, -2.28272, 2.01424)
C (0.08409, 4.89282, 3.29754)
C (4.01431, 4.74681, 1.49762)
C (-2.59548, -4.82399, -2.25605)
C (3.02192, -3.49641, -1.36857)
C (3.06158, -1.98744, 2.78685)
H (0.24949, 5.60893, 4.10248)
H (-1.28676, 1.93400, 4.06334)
H (3.71031, 5.16423, 2.45754)
H (-3.08205, 3.19318, -1.87657)
H (4.07419, 3.29820, -1.04061)
H (-5.40664, -3.96986, 1.46458)
H (-0.37093, 2.21459, -3.21531)
H (2.63070, 1.47485, -5.32774)
H (-0.60631, -5.10742, -3.20314)
H (2.36080, -4.90624, -3.00281)
H (1.04657, 2.14328, -5.54628)
H (-4.23136, 2.37265, -2.78795)
H (-3.36919, -1.75177, 1.37877)
H (0.75153, 2.25588, -1.74993)
H (4.54100, 0.34308, 1.02136)
H (-7.18035, -3.01988, 2.27159)
H (3.94131, -3.46361, -0.78398)
H (2.01881, 4.50777, 0.83822)
H (0.08975, 3.69399, 4.93091)
H (2.59779, 2.53009, -0.31936)
H (3.08035, -1.28237, -1.44305)
H (2.46318, -0.04543, 1.88483)
H (3.99772, -5.21291, -2.29605)
H (-3.52727, -4.53037, -0.35503)
H (-6.89205, -1.54207, 1.36887)
H (2.17541, -2.39609, 2.30126)
H (2.91205, -2.04874, 3.86481)
H (-2.52476, -3.19092, -1.08655)
H (1.62449, -2.07141, -2.08047)
H (-3.21723, 0.46004, -1.66383)
H (-5.99082, 3.61800, -1.61979)
H (-2.80285, -3.98315, -2.91793)
H (2.27353, 1.03448, -2.94807)
H (-5.06009, -2.73340, 0.32520)
H (-3.35723, -5.56532, -2.49745)
H (0.79947, 5.00575, 2.48293)
H (-4.63958, 3.93241, -0.38500)
H (-3.29923, -3.03721, 2.57083)
H (4.87844, 5.35314, 1.22609)
H (-0.54148, 1.94420, 2.57750)
H (-3.07052, 1.39745, -0.23982)
H (3.02712, 5.11951, -0.45776)
H (5.15318, 0.23706, 2.70765)
H (0.78473, 0.52028, -3.79341)
H (3.10123, 0.01218, 3.49481)
H (-1.39237, -6.53465, -2.67338)
H (1.21920, 3.14813, 3.56711)
H (2.09695, -3.75593, -0.85362)